Record 1
{
  "formula": "C2H14O4S",
  "method": "ωB97M-V with the def2-TZVPD basis set",
  "species": ["C", "S", "C", "H", "H", "H", "H", "H", "H", "O", "H", "H", "O", "H", "H", "O", "H", "H", "O", "H", "H"],
  "xyz": [[2.5082, 0.3383, 0.4197], [1.0164, 0.7524, -0.5738], [0.8858, 2.6208, -0.4855], [2.2162, -0.2865, 1.2252], [2.8702, 1.4073, 0.9230], [3.4092, -0.1098, -0.2332], [1.3555, 3.3034, 0.2441], [1.3381, 3.1087, -1.4257], [-0.1077, 2.7996, -0.6175], [-0.2416, 0.1723, 2.3607], [-1.1303, -0.1739, 2.5402], [-0.3291, 1.0530, 1.8619], [-2.0439, -0.3254, -1.4702], [-1.1568, -0.5543, -1.8281], [-2.4699, 0.2282, -1.9555], [-0.0956, -3.2719, -1.4084], [0.8544, -3.3965, -1.3943], [-0.2425, -2.4910, -0.8732], [-3.1038, -1.9058, 1.1251], [-2.3448, -2.3333, 0.7520], [-3.1880, -0.9357, 0.8135]],
  "forces_ev_per_a": [[2.5404, 2.9768, -0.9341], [0.8015, 1.1897, 0.6177], [3.5328, 0.3270, -2.3424], [-0.1547, -0.7254, 0.5861], [-0.7229, -2.9461, -1.3674], [-2.1814, 1.0572, 1.5296], [-0.3573, -1.2668, 0.6679], [-0.4556, -1.1391, 0.9312], [-2.9131, 0.5891, 0.1742], [-0.1765, 1.6611, -0.7041], [0.2498, 0.3684, -0.2432], [-0.1159, -2.2287, 1.0626], [4.9489, -5.9948, 5.0783], [-1.2150, 0.6479, 0.0678], [-3.8185, 5.4085, -5.1829], [-0.1490, -0.0372, -0.1279], [0.2049, -0.0681, -0.0052], [-0.0433, 0.1822, 0.2018], [-1.3285, 2.5150, 0.3303], [0.5862, 0.2350, -0.6376], [0.7671, -2.7514, 0.2973]],
  "relative_energy_kj_mol": 259.04,
  "lumo_energy_ev": 0.4,
  "smiles": "CSC.O.O.O.O",
  "homo_ev": -8.9,
  "homo_lumo_gap_ha": 0.342
}


Record 2
{
  "formula": "C3H9O2P",
  "method": "ωB97M-V with the def2-TZVPD basis set",
  "species": ["C", "C", "C", "P", "O", "O", "H", "H", "H", "H", "H", "H", "H", "H", "H"],
  "xyz": [[1.3173, 0.1919, -1.4357], [0.6766, -0.0998, -0.0066], [0.0066, -1.4128, -0.0745], [-0.7061, 1.2819, 0.3568], [-1.2333, 1.0376, 1.9001], [-2.4085, 0.2405, 1.9103], [0.6422, 0.2628, -2.2776], [1.9674, 1.0835, -1.5429], [1.9722, -0.6936, -1.7252], [1.5821, 0.1016, 0.6166], [0.4963, -2.1296, -0.6839], [-0.9968, -1.3858, -0.5905], [-0.2958, -1.7562, 0.9564], [0.0547, 2.4125, 0.9559], [-3.0751, 0.8656, 1.6406]],
  "forces_ev_per_a": [[0.8519, -0.6374, -0.1855], [1.0123, 3.4114, -1.6582], [-2.7704, -0.6249, 1.6115], [1.7193, 0.2487, -0.4164], [0.2399, -0.1029, 0.7767], [0.0787, -0.9932, 0.0683], [-0.7546, 0.0000, 0.0265], [-0.3569, -0.3418, 0.5953], [-0.6301, 0.9516, 0.6167], [-1.1117, -0.9388, 0.3487], [1.0414, -0.9076, 0.0368], [0.7691, 0.6271, 0.3427], [0.6858, -0.1754, -1.0374], [-0.1334, -1.0449, -0.9715], [-0.6410, 0.5281, -0.1543]],
  "relative_energy_kj_mol": 379.86,
  "lumo_energy_ev": 0.9,
  "smiles": "CC(C)POO",
  "homo_ev": -9.1,
  "homo_lumo_gap_ha": 0.368
}


Record 3
{
  "formula": "C38H47N6O3Si3Ti",
  "method": "ωB97M-V with the def2-TZVPD basis set",
  "species": ["Ti", "O", "C", "N", "C", "C", "C", "C", "C", "C", "N", "C", "O", "C", "C", "C", "C", "C", "N", "C", "C", "C", "C", "C", "N", "H", "H", "H", "H", "H", "H", "H", "H", "H", "H", "H", "H", "C", "O", "Si", "C", "C", "C", "Si", "C", "C", "C", "Si", "C", "C", "C", "H", "H", "H", "H", "H", "H", "H", "H", "H", "H", "H", "H", "H", "H", "H", "H", "H", "H", "H", "H", "H", "H", "H", "H", "H", "H", "H", "C", "C", "C", "C", "N", "C", "C", "C", "C", "C", "C", "N", "H", "H", "H", "H", "H", "H", "H", "H"],
  "xyz": [[-0.5465, -0.3675, 0.0790], [-3.0602, 1.2443, -2.8264], [-2.4715, 1.0248, -1.7707], [-1.8243, -0.0948, -1.4067], [-1.8369, -1.1990, -2.2640], [-2.8427, -1.5478, -3.1640], [-2.7184, -2.7076, -3.9139], [-1.6065, -3.5220, -3.7808], [-0.5854, -3.1701, -2.9126], [-0.6951, -2.0097, -2.1591], [0.3427, -1.5219, -1.3209], [1.4966, -1.3456, -2.0049], [1.6263, -1.4804, -3.2187], [2.7786, -1.0565, -1.2624], [3.7906, -2.0138, -1.3669], [5.0373, -1.7192, -0.8499], [5.2422, -0.4796, -0.2617], [4.1810, 0.4063, -0.2269], [2.9818, 0.1315, -0.7133], [-2.3891, 2.1078, -0.7345], [-2.8921, 3.3712, -1.0397], [-2.7569, 4.3875, -0.1141], [-2.1260, 4.0924, 1.0881], [-1.6823, 2.7991, 1.3123], [-1.8004, 1.8121, 0.4292], [-3.7075, -0.9161, -3.2832], [-3.5008, -2.9735, -4.6098], [-1.5189, -4.4245, -4.3663], [0.3050, -3.7770, -2.8384], [3.5897, -2.9508, -1.8638], [5.8430, -2.4370, -0.9243], [6.2019, -0.2086, 0.1477], [4.2839, 1.3955, 0.2065], [-3.3730, 3.5184, -1.9960], [-3.1235, 5.3829, -0.3201], [-1.9899, 4.8521, 1.8415], [-1.2076, 2.5473, 2.2482], [-0.3841, 0.9959, 4.0579], [-0.7689, 0.2655, 2.9296], [-1.4355, -1.2641, 3.1028], [-2.7289, -1.1465, 4.5238], [-0.1449, -2.4371, 3.9272], [-1.9657, -1.5617, 1.3072], [-1.9251, -3.4482, 0.9218], [-0.2855, -4.2884, 0.3495], [-3.1940, -3.9895, -0.4073], [-2.3401, -4.5721, 2.4423], [-3.8003, -0.9322, 1.2041], [-4.7801, -0.8060, -0.4393], [-4.9967, -2.0747, 2.2135], [-4.1273, 0.8035, 1.9817], [0.2417, 0.3902, 4.7174], [-1.2653, 1.3246, 4.6155], [0.1895, 1.8717, 3.7469], [-2.2554, -1.0756, 5.5013], [-3.3555, -2.0299, 4.5404], [-3.3886, -0.2932, 4.4139], [0.7225, -1.8950, 4.2951], [0.2124, -3.1912, 3.2377], [-0.5881, -2.9560, 4.7728], [-0.5309, -5.2063, -0.1769], [0.3493, -4.5696, 1.1854], [0.2862, -3.6670, -0.3310], [-3.0717, -3.4400, -1.3314], [-4.2109, -3.8475, -0.0616], [-3.0725, -5.0433, -0.6415], [-1.4502, -4.8870, 2.9754], [-2.8512, -5.4723, 2.1145], [-2.9810, -4.0864, 3.1677], [-4.6691, -1.6873, -1.0560], [-4.5128, 0.0592, -1.0326], [-5.8361, -0.7064, -0.1978], [-5.7758, -2.4779, 1.5767], [-5.4935, -1.5330, 3.0112], [-4.4961, -2.9215, 2.6602], [-3.2797, 1.1612, 2.5525], [-4.9861, 0.7660, 2.6448], [-4.3551, 1.5426, 1.2196], [2.8156, -1.8805, 2.5189], [3.2159, -0.6917, 3.1467], [2.6536, 0.4867, 2.7304], [1.6626, 0.4721, 1.7278], [1.1499, -0.7118, 1.2581], [1.7804, -1.8308, 1.6120], [1.2861, 1.6221, 0.9646], [1.7189, 2.9371, 1.2162], [1.5527, 3.8991, 0.2528], [0.9818, 3.5325, -0.9786], [0.5171, 2.2487, -1.1361], [0.5974, 1.3194, -0.1815], [3.2914, -2.8178, 2.7577], [3.9677, -0.7064, 3.9203], [3.0017, 1.4252, 3.1351], [1.4308, -2.7320, 1.1297], [2.1895, 3.1799, 2.1582], [1.8772, 4.9138, 0.4220], [0.9057, 4.2462, -1.7826], [0.0535, 1.9412, -2.0699]],
  "forces_ev_per_a": [[-2.2484, -1.1413, 0.6657], [0.0627, 0.1766, 0.3178], [-0.1488, 0.0069, -0.4769], [-0.5957, 0.6844, -0.8858], [0.3056, -0.7134, -0.5150], [-0.0434, -0.0420, 0.0171], [-0.0550, 0.0788, 0.0638], [0.1634, -0.0591, 0.0827], [-0.2552, 0.0526, 0.1052], [-0.5436, 0.1457, -0.5237], [0.1470, -0.2110, -0.2141], [0.3052, -0.1965, -0.4686], [0.2135, 0.1007, 0.2674], [0.3798, -0.1182, -0.3882], [-0.0357, 0.1036, 0.1432], [-0.0987, -0.0752, -0.0381], [-0.0067, 0.0224, 0.0166], [0.3561, -0.0394, 0.0576], [-0.0214, -0.0662, -0.3219], [-0.2646, 0.3694, 0.1151], [-0.0136, -0.1992, 0.0242], [0.1577, -0.2097, 0.1647], [-0.1278, -0.0336, -0.1797], [0.0429, 0.0994, 0.1964], [-0.3072, 0.1331, -0.3774], [0.0174, 0.0101, 0.0197], [-0.0715, -0.0195, -0.0420], [-0.0011, -0.0902, -0.0807], [0.0598, -0.0161, 0.0109], [-0.0146, -0.0501, -0.0465], [0.0317, -0.0242, 0.0333], [0.1145, 0.0697, 0.0417], [0.1397, 0.0553, 0.0721], [0.0323, -0.0755, -0.0355], [-0.0283, 0.0445, -0.0109], [0.0298, 0.0179, 0.1259], [0.0291, -0.0726, 0.0419], [-0.0658, 0.0080, 0.3186], [-0.0722, 0.3142, 0.0726], [-0.5679, -0.6200, -0.0241], [0.3110, 0.1614, -0.7288], [-0.4238, 0.3377, -0.5144], [-0.3836, -0.7969, 0.9265], [-0.3833, -0.7971, -0.0500], [-0.2819, 0.6634, 0.1252], [0.4575, 0.4432, 0.5119], [0.1103, 0.5971, -0.2970], [-0.8724, -0.0843, 0.2450], [0.7313, -0.0640, 0.3661], [0.5725, 0.1330, -0.2540], [0.3548, -0.4647, -0.1208], [0.0986, 0.0769, 0.1730], [0.0434, 0.1189, 0.1120], [0.0392, 0.0555, 0.0392], [0.2462, 0.0164, 0.0451], [-0.1174, -0.2778, -0.0285], [-0.1900, 0.1875, -0.0475], [0.0925, 0.1614, 0.0466], [0.1463, -0.2177, -0.1352], [-0.1949, -0.0239, 0.0671], [-0.2144, -0.1408, -0.0652], [0.0873, -0.0209, 0.2567], [0.1177, -0.0041, -0.1289], [0.0200, 0.1594, -0.2394], [-0.3074, 0.0664, 0.1178], [0.1356, -0.2130, 0.1016], [0.2789, -0.0425, 0.0670], [-0.1116, -0.1486, -0.1830], [-0.1785, 0.0781, 0.2065], [0.0224, -0.2264, -0.2011], [0.0278, 0.1231, -0.1575], [-0.1158, -0.0044, 0.2759], [-0.1515, -0.0572, -0.2706], [-0.0266, 0.1988, 0.1766], [0.0790, -0.2342, 0.1538], [0.1401, 0.1455, 0.1916], [-0.1665, -0.1765, 0.1265], [0.0382, 0.1018, -0.1979], [0.5059, 0.8339, 0.5554], [-0.2379, -1.2035, -0.3383], [-0.9136, 0.6091, -0.8238], [0.7855, -2.1740, 1.1924], [2.1679, 1.1576, 1.4606], [-0.4269, -0.1010, -0.2798], [-0.7032, 1.7428, -1.6298], [-0.1162, -1.1359, 0.3060], [-0.4967, -0.0910, -1.0797], [0.5203, 0.4993, 0.8350], [-0.1601, -0.3819, -0.1194], [2.0009, 1.9560, 0.7665], [-0.0314, -0.1144, -0.0119], [0.1268, 0.0267, 0.0215], [0.0166, 0.0799, -0.0447], [-0.0986, -0.0024, 0.0368], [0.0643, -0.0288, 0.0097], [0.0442, 0.0969, 0.0275], [-0.0591, 0.0171, -0.0989], [-0.0209, -0.0368, 0.1582]],
  "relative_energy_kj_mol": 167.70,
  "lumo_energy_ev": [-1.4, -1.4],
  "spin_multiplicity": 2,
  "homo_ev": [-7.0, -7.4],
  "homo_lumo_gap_ha": [0.208, 0.223]
}


Record 4
{
  "formula": "C34H38FNO7",
  "method": "ωB97M-V with the def2-TZVPD basis set",
  "species": ["C", "C", "C", "F", "C", "C", "C", "C", "C", "O", "N", "C", "C", "C", "C", "C", "C", "C", "O", "C", "C", "C", "C", "C", "C", "C", "C", "C", "C", "C", "O", "H", "H", "H", "H", "H", "H", "H", "H", "H", "H", "H", "H", "H", "H", "H", "H", "H", "H", "H", "H", "H", "H", "H", "H", "H", "H", "O", "C", "C", "C", "C", "O", "H", "H", "H", "H", "H", "H", "O", "C", "C", "C", "C", "O", "H", "H", "H", "H", "H", "H"],
  "xyz": [[2.7771, 0.1641, 3.7529], [1.2591, -0.0488, 3.7097], [0.6926, 0.6138, 2.4623], [1.5284, 0.3006, 1.4022], [-0.7317, 0.2337, 2.0968], [-1.7793, 0.4103, 2.9158], [-1.8005, 0.9795, 4.3120], [-1.1960, 2.3766, 4.4707], [-1.8859, 3.3931, 3.5918], [-2.9059, 3.9111, 3.9693], [-1.2896, 3.7264, 2.3911], [-2.1285, 4.3723, 1.4009], [-3.2208, 3.6903, 0.8653], [-4.0435, 4.3025, -0.0723], [-3.7392, 5.5996, -0.4853], [-2.6488, 6.2787, 0.0470], [-1.8304, 5.6652, 0.9959], [-3.1248, -0.0254, 2.4152], [-3.9557, -0.4509, 3.1753], [-3.3545, 0.0979, 0.9723], [-2.3324, -0.0601, 0.1379], [-2.4406, 0.0170, -1.3452], [-1.4591, 1.0269, -1.9477], [-0.9637, 0.7394, -3.3482], [-0.4677, 1.8373, -4.0638], [0.0370, 1.7124, -5.3480], [0.0393, 0.4614, -5.9613], [-0.4651, -0.6315, -5.2687], [-0.9426, -0.5014, -3.9709], [-1.0006, -0.3756, 0.7509], [-0.2400, -1.1138, 0.1842], [3.1785, 0.1270, 4.7613], [3.0456, 1.1316, 3.3295], [3.2679, -0.5713, 3.1384], [1.0903, -1.1197, 3.6234], [0.8130, 0.3202, 4.6241], [0.7308, 1.7013, 2.5335], [-1.3741, 0.2675, 5.0129], [-2.8466, 1.0657, 4.5925], [-1.3953, 2.6992, 5.4879], [-0.1144, 2.3976, 4.3715], [-0.7591, 2.9598, 1.9979], [-3.4046, 2.6901, 1.2260], [-4.8908, 3.7519, -0.4506], [-4.3737, 6.0822, -1.2158], [-2.4337, 7.2869, -0.2710], [-0.9994, 6.2079, 1.4182], [-4.3474, 0.3081, 0.6025], [-2.2178, -0.9733, -1.7420], [-3.4690, 0.2199, -1.6260], [-1.9711, 1.9869, -2.0124], [-0.6092, 1.1964, -1.2882], [-0.4771, 2.8110, -3.5884], [0.4172, 2.5764, -5.8724], [0.4105, 0.3787, -6.9720], [-0.4688, -1.5893, -5.7662], [-1.2986, -1.3866, -3.4648], [4.9876, -2.9309, 2.3951], [3.9059, -3.2998, 2.0455], [3.5701, -4.4750, 1.1425], [2.1189, -4.1846, 0.7497], [1.6183, -3.4098, 1.9518], [2.7622, -2.6898, 2.4386], [3.6633, -5.3989, 1.7147], [4.2457, -4.4991, 0.2923], [1.5317, -5.0728, 0.5270], [2.0934, -3.5360, -0.1271], [1.2502, -4.0574, 2.7522], [0.8401, -2.6987, 1.6824], [0.3814, -3.6872, -4.1561], [1.5377, -3.7789, -3.8714], [2.6982, -2.9524, -4.3975], [3.9215, -3.7616, -3.9529], [3.3821, -4.4474, -2.7064], [1.9855, -4.6558, -2.9404], [2.6629, -1.9746, -3.9144], [2.6299, -2.8343, -5.4748], [4.8071, -3.1581, -3.7666], [4.1764, -4.5079, -4.7065], [3.4794, -3.8124, -1.8229], [3.8609, -5.4050, -2.5126]],
  "forces_ev_per_a": [[-0.0585, 0.4647, -0.0735], [0.7980, -0.1038, -0.3573], [-0.2753, -0.2545, -0.0139], [0.1395, 0.0655, -0.1721], [0.1121, 0.0190, 0.3297], [0.1643, 0.0399, -0.0812], [-0.2561, 0.0454, -0.2022], [0.4231, -0.0982, 0.2367], [0.1380, 0.1415, 0.2354], [-0.5560, 0.2709, 0.0656], [-0.3768, -0.4230, -0.4785], [0.1939, 0.1539, 0.0130], [0.2454, 0.3655, 0.1210], [0.6438, 0.0272, 0.3268], [-0.1515, -0.1114, 0.0396], [-0.0422, -0.3945, 0.0759], [-0.5009, -0.0534, -0.2402], [0.2059, 0.0488, -0.0628], [-0.5175, -0.0230, 0.3604], [0.0650, 0.0664, -0.4403], [-0.2188, 0.3529, 0.0758], [0.5197, -0.5547, -0.0944], [-0.5019, 0.1673, -0.2911], [0.2813, 0.3566, -0.2954], [0.0380, -0.0466, -0.0085], [-0.1006, -0.3287, 0.1745], [-0.1898, 0.3077, 0.3167], [0.2919, 0.1580, -0.4610], [-0.0932, 0.0189, 0.1240], [-0.4411, 0.1785, 0.0796], [0.3875, -0.3940, -0.2455], [-0.0439, -0.1483, 0.1087], [-0.0157, 0.2005, 0.1030], [0.2064, -0.2004, -0.0141], [-0.2960, -0.1148, 0.1853], [-0.3424, 0.0820, 0.0070], [0.1609, 0.1594, 0.2370], [0.2253, 0.0097, 0.1146], [-0.1120, -0.0842, 0.0756], [-0.0889, 0.0459, 0.1223], [0.1420, -0.0496, -0.2860], [0.2368, 0.1526, 0.0561], [-0.1822, -0.0902, -0.0480], [-0.1275, 0.1162, -0.1710], [0.0089, 0.0670, -0.0288], [0.0122, 0.0963, -0.0485], [0.1291, -0.0930, 0.1169], [-0.2360, -0.2052, 0.1346], [0.0749, -0.1257, 0.0602], [-0.1256, 0.1720, -0.0578], [0.0050, 0.1639, 0.1853], [0.1641, -0.1682, 0.0616], [-0.0130, 0.0554, 0.0039], [0.0216, 0.0939, -0.0163], [0.0116, -0.1968, -0.0709], [-0.0502, -0.2097, 0.1730], [-0.0058, -0.0783, 0.0190], [-0.0573, 0.1228, 0.0258], [0.1653, -0.2395, -0.0251], [-0.4422, 0.2761, -0.1889], [0.2530, -0.1823, -0.1260], [-0.3846, -0.0088, -0.0159], [0.0242, -0.1035, 0.0301], [0.0949, -0.0005, 0.0087], [0.1671, -0.1045, 0.1184], [-0.0347, 0.0170, 0.0499], [-0.0619, -0.0024, 0.0076], [0.0703, -0.0351, -0.0096], [0.1123, 0.1065, 0.0757], [-0.0567, -0.1371, -0.0688], [-0.1347, 0.3798, 0.0084], [0.3486, -0.4071, 0.0157], [-0.2327, 0.1454, -0.1609], [0.3745, 0.0219, 0.1609], [0.0242, -0.1091, -0.0678], [-0.0819, 0.0499, -0.0703], [-0.1461, 0.1493, 0.0182], [-0.0258, -0.0003, 0.0989], [-0.0251, 0.0020, -0.0066], [0.0797, 0.0048, -0.0197], [-0.1571, -0.0582, 0.0620]],
  "relative_energy_kj_mol": 0.00,
  "lumo_energy_ev": -1.1,
  "smiles": "CC[C@@H](F)C1=C(CCC(=O)Nc2ccccc2)C(=O)C=C(CCc2ccccc2)C1=O.O=C1CCCO1.O=C1CCCO1",
  "homo_ev": -9.1,
  "homo_lumo_gap_ha": 0.292
}